P) 16
Properties=species:S:1:pos:R:3 method="wB97M-V/def2-TZVPD" total_charge=0 homo_ev=-10.79 spin_multiplicity=1
C 1.11 0.70 -2.36
C 0.21 2.31 0.27
C -1.86 -0.87 -1.06
C 1.29 -1.14 0.26
N 1.43 1.28 -3.27
O -0.60 1.12 0.23
Si -0.18 -0.24 -0.55
H 0.16 2.88 1.12
H -0.19 2.96 -0.56
H 1.22 2.09 -0.10
H -2.47 -0.75 -0.22
H -2.26 -0.20 -1.86
H -1.84 -1.89 -1.42
H 1.12 -1.62 1.26
H 1.62 -2.09 -0.27
H 2.19 -0.54 0.38

Q) 16
Properties=species:S:1:pos:R:3 method="wB97M-V/def2-TZVPD" total_charge=0 homo_ev="-7.64 / -7.01" spin_multiplicity=1
C -2.75 -1.43 -1.55
C 1.59 -1.58 -0.95
C -0.66 0.02 1.60
C 1.09 2.27 0.18
N -3.59 -1.66 -0.82
O 1.51 -0.40 -0.40
Si 1.02 0.50 0.84
H 0.97 -2.39 -0.60
H -1.95 -1.23 -2.21
H 2.50 -1.80 -1.49
H -0.63 -0.01 2.69
H -1.43 0.73 1.32
H -0.97 -0.96 1.25
H 1.44 2.97 0.93
H 1.76 2.34 -0.67
H 0.11 2.61 -0.14

P) is the most stable structure; the next one sits 2.641 eV above it.

P) 61
Properties=species:S:1:pos:R:3 method="wB97M-V/def2-TZVPD" total_charge=0 homo_ev=-8.07 spin_multiplicity=1 smiles="CCN(CC)S(=O)(=O)c1cccc(-c2nnc(SCC(=O)c3cc(C)n(C4CC4)c3C)o2)c1"
C 2.27 -5.22 -0.92
C 0.87 -4.93 -1.44
N 0.46 -3.55 -1.25
C 1.03 -2.53 -2.11
C 0.11 -2.20 -3.28
S 0.11 -3.07 0.30
O 1.06 -2.11 0.78
O -0.14 -4.24 1.09
C -1.44 -2.20 0.04
C -2.38 -2.72 -0.83
C -3.55 -2.01 -1.07
C -3.76 -0.79 -0.45
C -2.82 -0.29 0.45
C -3.01 1.00 1.08
N -3.73 1.99 0.62
N -3.57 3.02 1.46
C -2.76 2.61 2.40
S -2.19 3.51 3.77
C -1.53 4.97 2.87
C -0.06 4.66 2.60
O 0.80 5.14 3.31
C 0.20 3.67 1.57
C -0.60 3.33 0.44
C 0.01 2.30 -0.20
C -0.42 1.55 -1.41
N 1.16 1.99 0.49
C 2.06 0.94 0.13
C 2.73 0.99 -1.22
C 3.53 1.22 0.03
C 1.29 2.81 1.56
C 2.37 2.70 2.56
O -2.38 1.33 2.22
C -1.65 -1.00 0.70
H 3.02 -4.63 -1.44
H 2.51 -6.28 -1.06
H 2.31 -4.99 0.14
H 0.15 -5.54 -0.90
H 0.79 -5.16 -2.51
H 1.18 -1.64 -1.48
H 2.01 -2.85 -2.48
H -0.84 -1.83 -2.92
H 0.57 -1.44 -3.90
H -0.06 -3.08 -3.89
H -2.19 -3.66 -1.31
H -4.29 -2.40 -1.75
H -4.66 -0.21 -0.64
H -2.13 5.12 1.99
H -1.61 5.82 3.56
H -1.50 3.82 0.12
H 0.14 1.85 -2.29
H -1.48 1.75 -1.60
H -0.29 0.48 -1.27
H 1.77 -0.04 0.50
H 2.54 1.85 -1.84
H 2.86 0.07 -1.76
H 3.87 2.23 0.21
H 4.21 0.46 0.36
H 2.03 3.12 3.51
H 3.25 3.27 2.26
H 2.66 1.66 2.71
H -0.90 -0.63 1.37

Q) 61
Properties=species:S:1:pos:R:3 method="wB97M-V/def2-TZVPD" total_charge=0 homo_ev=-8.32 spin_multiplicity=1
C 2.31 -1.29 6.75
C 1.04 -0.50 7.02
C 0.01 -0.67 5.91
C -1.26 0.13 6.20
N -2.19 0.11 5.10
C -3.06 -1.02 4.89
C -4.27 -1.02 5.82
S -2.58 1.52 4.31
O -3.99 1.58 4.08
O -1.94 2.61 4.99
C -1.77 1.27 2.73
C -2.51 0.88 1.63
C -1.87 0.65 0.43
C -0.49 0.81 0.34
C 0.22 0.58 -0.94
O 1.45 0.57 -1.03
N -0.59 0.37 -2.02
C 0.04 0.19 -3.14
S 1.79 0.17 -3.30
C 1.61 -0.12 -5.02
C 2.61 -0.29 -5.96
C 2.26 -0.50 -7.29
N 3.20 -0.69 -8.30
C 4.43 -0.14 -8.54
C 4.94 0.91 -7.57
O 5.05 -0.48 -9.52
C 0.90 -0.58 -7.64
C -0.10 -0.43 -6.71
C 0.26 -0.19 -5.38
N -0.59 -0.01 -4.31
C -2.02 -0.02 -4.42
C 0.25 1.21 1.45
C -0.40 1.44 2.65
H 2.77 -0.97 5.81
H 3.03 -1.16 7.55
H 2.09 -2.36 6.66
H 1.29 0.56 7.13
H 0.61 -0.83 7.97
H 0.44 -0.33 4.96
H -0.23 -1.73 5.80
H -1.01 1.18 6.37
H -1.74 -0.26 7.11
H -3.39 -0.98 3.85
H -2.47 -1.93 5.03
H -4.90 -1.88 5.61
H -3.97 -1.05 6.86
H -4.85 -0.11 5.64
H -3.58 0.78 1.74
H -2.42 0.35 -0.45
H 3.64 -0.28 -5.64
H 2.88 -1.26 -9.08
H 5.64 1.54 -8.11
H 4.13 1.50 -7.16
H 5.48 0.43 -6.76
H 0.64 -0.77 -8.67
H -1.13 -0.50 -7.00
H -2.43 0.18 -3.43
H -2.37 -1.00 -4.77
H -2.35 0.75 -5.11
H 1.31 1.33 1.35
H 0.14 1.77 3.53

Q) is the most stable structure; the next one sits 2.638 eV above it.

P) 13
Properties=species:S:1:pos:R:3 method="wB97M-V/def2-TZVPD" total_charge=0 homo_ev=-8.89 spin_multiplicity=1 smiles=CC[C@]1(Br)CO1
C -0.95 -1.34 0.17
C -0.21 -0.42 -0.89
C 0.82 0.40 -0.25
Br 2.39 -0.53 0.29
C 0.46 1.88 0.68
O 1.09 1.77 -0.53
H -1.13 -0.65 1.00
H -0.28 -2.14 0.62
H -1.83 -1.81 -0.28
H -0.93 0.29 -1.28
H 0.28 -1.05 -1.81
H -0.65 2.00 0.64
H 0.92 1.58 1.64

Q) 13
Properties=species:S:1:pos:R:3 method="wB97M-V/def2-TZVPD" total_charge=0 homo_ev="-8.05 / -8.24" spin_multiplicity=1
C 1.35 -0.76 -0.39
C 2.20 0.13 -0.11
C -1.72 -0.61 0.32
C -0.94 0.42 -0.47
O -0.66 1.66 0.27
Br 4.22 -0.04 0.24
H 0.98 -1.63 -0.77
H 2.13 1.28 -0.16
H -2.62 -0.07 0.40
H -1.15 -0.74 1.17
H -1.84 -1.57 -0.22
H -1.17 0.53 -1.48
H -0.80 1.38 1.20

P) is the most stable structure; the next one sits 2.188 eV above it.

P) 10
Properties=species:S:1:pos:R:3 method="wB97M-V/def2-TZVPD" total_charge=0 homo_ev=-10.42 spin_multiplicity=1 smiles="C=N.C=N"
C 2.05 -0.53 0.40
N 2.46 -1.72 0.53
H 2.23 0.22 1.08
H 1.63 -0.03 -0.44
H 2.18 -2.18 -0.34
C -2.00 0.61 0.01
N -1.69 1.51 -0.81
H -3.03 0.25 0.10
H -1.26 0.09 0.66
H -2.57 1.78 -1.19

Q) 10
Properties=species:S:1:pos:R:3 method="wB97M-V/def2-TZVPD" total_charge=0 homo_ev=-9.68 spin_multiplicity=1 smiles="C=N.C=N"
C 1.76 -5.11 -1.66
N 2.34 -6.16 -1.21
H 1.55 -4.24 -1.01
H 1.42 -4.89 -2.69
H 3.05 -5.73 -0.61
C -1.89 5.37 1.82
N -2.70 4.66 1.16
H -2.27 6.25 2.39
H -0.84 5.52 1.57
H -2.42 4.33 0.25

P) is the most stable structure; the next one sits 1.124 eV above it.

P) 15
Properties=species:S:1:pos:R:3 method="wB97M-V/def2-TZVPD" total_charge=0 homo_ev=-8.33 spin_multiplicity=1 smiles="CC1=C(Cl)[C@@H](S)CO1"
C 2.21 -0.14 -0.65
C 0.82 -0.08 -0.21
C 0.03 0.97 0.13
Cl 0.59 2.58 0.23
C -1.37 0.48 0.61
S -2.65 0.98 -0.55
C -1.04 -0.97 0.73
O 0.15 -1.28 0.04
H 2.71 0.84 -0.58
H 2.84 -0.88 -0.03
H 2.19 -0.58 -1.70
H -1.51 0.93 1.59
H -2.27 0.04 -1.58
H -0.94 -1.26 1.79
H -1.77 -1.64 0.20

Q) 15
Properties=species:S:1:pos:R:3 method="wB97M-V/def2-TZVPD" total_charge=0 homo_ev=-9.10 spin_multiplicity=1
C -1.55 -1.38 -0.73
C -0.71 -0.75 0.28
C -0.33 -1.22 1.50
C 1.04 0.61 -0.37
C 1.43 1.99 -0.27
H -1.03 -1.02 -1.81
H -2.86 -0.93 -0.76
H -1.65 -2.46 -0.32
H -0.79 -2.11 2.01
H 0.31 -0.18 2.10
H 1.03 2.47 0.88
H 2.63 2.16 -0.20
O -0.25 0.45 0.14
S 2.10 -0.62 -1.00
Cl 0.63 2.99 -1.45

P) is the most stable structure; the next one sits 4.192 eV above it.